(1)
Computed, not measured: the molecule C4H7FO, with ωB97M-V/def2-TZVPD.

## Properties
calculated total energy = -331.62502 a.u.
energy relative to the best compared isomer or geometry (same formula, charge and spin) = 221.4 kJ/mol
net charge = 0
largest force on an atom = 0.106 hartree/bohr
structure (SMILES) = C[C@@]1(O)C[C@H]1F

```
13
Properties=species:S:1:pos:R:3:forces:R:3:nbo_charge:R:1
C -1.12173 -0.81894 0.36669 -5.0623 -0.7435 -1.8760 -0.61
C -0.23572 0.08454 -0.29407 2.1513 0.0791 -1.4341 0.15
O -0.34804 0.46788 -1.61377 -2.3215 2.6036 -1.7424 -0.70
C 0.63073 0.90880 0.54157 2.5846 3.9431 0.9044 -0.50
C 1.15153 -0.31839 -0.20497 1.5509 0.7700 1.7071 0.20
F 1.53299 -1.35843 0.55765 0.0488 -1.3213 0.8963 -0.35
H -0.86342 -1.00161 1.37362 0.2376 -0.1776 0.9749 0.23
H -2.13525 -0.23725 0.29202 1.1921 -1.5153 0.6204 0.21
H -1.24083 -1.81049 -0.20983 0.1940 1.5218 0.9137 0.23
H -0.69720 1.41672 -1.72248 0.5704 -2.1794 0.5201 0.48
H 0.43610 0.97630 1.62240 0.2121 -1.0818 -0.4293 0.24
H 1.11920 1.99565 0.36546 -1.5056 -2.5779 -0.6338 0.23
H 1.77164 -0.30479 -1.07428 0.1478 0.6792 -0.4215 0.19
```
Positions in Å, forces in eV/Å.

***

(2)
Computed, not measured: the molecule C4H7FO, with ωB97M-V/def2-TZVPD.

## Properties
calculated total energy = -331.67948 a.u.
energy relative to the best compared isomer or geometry (same formula, charge and spin) = 78.4 kJ/mol
net charge = 0
largest force on an atom = 0.049 hartree/bohr
structure (SMILES) = O[C@@H]1CC[C@H]1F

```
13
Properties=species:S:1:pos:R:3:forces:R:3:nbo_charge:R:1
O 1.91853 -0.03747 0.80690 0.2801 0.5509 -0.5043 -0.71
C 0.61197 -0.30860 0.44106 -1.2199 -1.6252 1.5157 0.07
C 0.31069 -0.35715 -1.03630 0.2779 0.3186 -0.7397 -0.43
C -1.09995 0.14126 -0.68622 -1.1851 -0.2102 -0.3588 -0.44
C -0.52433 0.69890 0.61511 -0.1053 0.3546 -0.0231 0.18
F -1.33577 0.66652 1.75269 0.3665 -0.4448 -0.2846 -0.37
H 2.18618 -0.48060 1.59927 -0.0349 -0.3724 0.6658 0.48
H 0.13267 -1.22602 0.93819 1.1477 0.6977 -0.5530 0.16
H 0.90944 0.37709 -1.58983 -0.2013 0.1064 0.2796 0.21
H 0.43791 -1.29371 -1.56702 -0.1670 -0.2449 0.1186 0.21
H -1.61552 0.84019 -1.37027 0.2697 -0.4294 0.3813 0.22
H -1.75912 -0.73531 -0.46171 0.3965 0.8087 -0.1658 0.22
H -0.17271 1.71490 0.55813 0.1751 0.4900 -0.3315 0.17
```
Positions in Å, forces in eV/Å.

***

(3)
Computed, not measured: the molecule C4H7FO, with ωB97M-V/def2-TZVPD.

## Properties
calculated total energy = -331.66763 a.u.
energy relative to the best compared isomer or geometry (same formula, charge and spin) = 109.5 kJ/mol
net charge = 0
largest force on an atom = 0.064 hartree/bohr
structure (SMILES) = OCC/C=C\F

```
13
Properties=species:S:1:pos:R:3:forces:R:3:nbo_charge:R:1
O 2.47645 -0.78461 -0.09075 -0.7852 0.3725 0.2707 -0.71
C 1.31538 -0.01444 -0.45754 1.3551 0.5911 -1.0758 -0.05
C 0.16724 -0.17339 0.50605 0.3903 -0.8303 0.1362 -0.48
C -1.04932 0.59593 0.17196 0.5710 1.4388 -0.7805 -0.29
C -2.22035 0.11589 -0.16097 -3.1152 0.3932 -1.0148 0.24
F -2.58779 -1.21267 -0.09000 0.6922 1.1562 -0.0349 -0.35
H 2.70678 -0.46065 0.78264 0.3664 -0.1565 0.2006 0.46
H 1.09110 -0.37914 -1.45763 -0.4770 -0.1058 0.0288 0.18
H 1.63844 1.02608 -0.62470 -0.2628 0.0080 0.3251 0.15
H 0.49412 0.06714 1.51481 0.1650 0.0560 0.2173 0.21
H 0.00912 -1.24223 0.45013 -0.5673 -0.3171 0.4613 0.23
H -0.92501 1.70560 0.02840 -0.2745 -1.2222 0.2249 0.22
H -3.11616 0.75649 -0.57240 1.9422 -1.3839 1.0410 0.18
```
Positions in Å, forces in eV/Å.

***

(4)
Computed, not measured: the molecule C4H7FOS, with ωB97M-V/def2-TZVPD.

## Properties
calculated total energy = -729.69227 a.u.
energy relative to the best compared isomer or geometry (same formula, charge and spin) = 501.3 kJ/mol
net charge = 0
largest force on an atom = 0.072 hartree/bohr
structure (SMILES) = C=C(C)[S@@](=C)(=O)F

```
14
Properties=species:S:1:pos:R:3:forces:R:3:nbo_charge:R:1
C -1.33985 1.02333 0.19895 1.8413 1.7769 1.3985 -0.46
C -0.61428 0.06325 -0.26858 1.6954 0.2405 -0.4942 0.05
C -0.87226 -0.99996 -1.24275 2.6089 0.5555 0.8204 -0.70
S 1.52798 -0.11765 0.11729 1.1859 0.9795 -2.5389 1.75
C 3.14550 0.64576 0.18557 -3.3256 1.1794 -1.0881 -0.76
O 1.62647 -1.36754 0.76917 -0.4641 -1.8923 0.9282 -0.91
F 1.58058 -0.38009 -1.57182 0.1679 0.6148 1.6272 -0.54
H -0.94220 1.78986 0.86990 0.0706 -0.3672 -0.0311 0.22
H -2.25559 1.30476 -0.20401 -1.9155 -0.2459 -0.5466 0.22
H -0.80037 -0.69947 -2.25227 1.0826 0.5659 -1.1071 0.24
H -1.81382 -1.36192 -1.24811 -3.2539 -1.4230 1.0570 0.23
H -0.12046 -1.71022 -0.93361 -0.3067 -1.1414 -0.8198 0.25
H 3.57881 0.64058 1.15388 0.0512 -0.4628 1.2273 0.21
H 2.93751 1.70338 -0.08007 0.5620 -0.3799 -0.4327 0.19
```
Positions in Å, forces in eV/Å.

***

(5)
Computed, not measured: the molecule C4H7FOS2, with ωB97M-V/def2-TZVPD.

## Properties
calculated total energy = -1128.03340 a.u.
energy relative to the best compared isomer or geometry (same formula, charge and spin) = 33.5 kJ/mol
net charge = 0
largest force on an atom = 0.042 hartree/bohr
structure (SMILES) = OC[C@@]1(S)[C@H](S)[C@@H]1F

```
15
Properties=species:S:1:pos:R:3:forces:R:3:nbo_charge:R:1
O -2.53140 -1.19883 -0.14854 -0.4900 -0.7042 1.5980 -0.70
C -1.92990 -0.12464 -0.77058 -0.7920 -0.2425 -1.7579 -0.06
C -0.59332 0.19560 -0.27314 0.9742 0.8417 1.2433 -0.25
S -0.65022 0.92559 1.37358 0.3482 -0.5107 0.1708 -0.02
C 0.56177 -0.69890 -0.65470 0.8002 0.0710 0.5044 -0.39
S 1.93112 -1.16042 0.44131 -0.4304 0.2597 -0.3142 -0.01
C 0.44506 0.71749 -1.20264 0.4217 -1.9733 -0.8297 0.20
F 1.37577 1.60491 -0.80058 -0.1362 0.3957 -0.0952 -0.32
H -2.63209 -0.97756 0.79972 0.0701 -0.2126 -0.5730 0.47
H -1.83740 -0.46214 -1.80631 -0.0053 0.2800 -0.2176 0.18
H -2.58510 0.74174 -0.76149 -0.0336 0.4194 -0.0103 0.17
H 0.18722 0.00554 1.92673 -0.2530 0.3739 -0.0499 0.15
H 0.34019 -1.47642 -1.37898 -0.0513 0.0371 0.1821 0.24
H 2.69593 -0.05830 0.26040 -0.3001 -0.1994 -0.0206 0.15
H 0.30447 0.59361 -2.27851 -0.1224 1.1643 0.1697 0.19
```
Positions in Å, forces in eV/Å.

***

(6)
Computed, not measured: the molecule C4H7FS, with ωB97M-V/def2-TZVPD.

## Properties
calculated total energy = -654.53847 a.u.
energy relative to the best compared isomer or geometry (same formula, charge and spin) = 332.2 kJ/mol
net charge = 0
largest force on an atom = 0.173 hartree/bohr
structure (SMILES) = CSC/C=C\F

```
13
Properties=species:S:1:pos:R:3:forces:R:3:nbo_charge:R:1
C -2.47519 0.43016 0.00743 -1.2067 2.4036 -0.9045 -0.78
S -1.22503 -0.36877 -0.87479 2.6494 -0.3192 0.8948 0.26
C 0.16305 0.03952 0.24988 3.0960 0.1399 2.3064 -0.63
C 1.40090 -0.96317 0.05478 -0.6394 8.5193 -2.4978 -0.21
C 2.48688 -0.40515 -0.48698 -0.8232 1.8811 2.2465 0.18
F 2.33042 1.03938 -0.56607 2.2673 -2.0167 -0.9594 -0.39
H -2.79749 -0.06044 0.92010 -0.0413 0.0119 0.0031 0.22
H -2.29904 1.57679 0.15117 -0.2806 -2.1218 -0.1667 0.22
H -3.17907 0.30253 -0.83989 -0.8802 0.5241 1.1162 0.23
H -0.03176 -0.05642 1.47998 -0.2039 0.2454 -3.3608 0.22
H 0.74373 1.10280 0.05552 -2.7865 -2.6815 0.6727 0.28
H 1.35109 -1.89107 0.23196 -0.4758 -7.0049 1.4753 0.19
H 3.53150 -0.74615 -0.38308 -0.6751 0.4188 -0.8259 0.20
```
Positions in Å, forces in eV/Å.

***

(7)
Computed, not measured: a structure of composition C4H7FeO, with ωB97M-V/def2-TZVPD.

## Properties
<S²> = 8.760
calculated total energy = -1494.65812 a.u.
energy relative to the best compared isomer or geometry (same formula, charge and spin) = 63.9 kJ/mol
spin multiplicity = 6
net charge = +2
largest force on an atom = 0.077 hartree/bohr

```
13
Properties=species:S:1:pos:R:3:forces:R:3:nbo_charge:R:1
C -1.23356 0.49538 0.82958 0.1585 -0.5450 1.0659 -0.48
C 0.28493 0.33720 0.96218 1.7685 3.5234 -0.4054 -0.47
C 1.04275 1.49774 0.46460 -2.5315 -0.4005 -0.7323 0.53
O 2.13799 1.42505 -0.11981 1.7614 -0.1836 -0.7281 -0.78
Fe 3.28438 0.32618 -1.01473 0.2102 0.1247 0.0062 1.74
H -1.55490 1.48314 1.20671 0.0493 -0.2597 -0.3646 0.25
H 0.66798 -0.59417 0.52851 0.1713 -0.0465 0.9724 0.24
H -1.55416 0.31271 -0.20531 0.0835 0.2183 0.3505 0.25
H 0.63321 0.75486 2.03029 -0.6955 -1.7059 -0.7031 0.32
C -1.62040 -0.60190 1.75202 -1.4219 -0.6970 0.1046 -0.27
H -1.33961 -0.57086 2.80585 -0.1059 0.0557 -0.3673 0.20
H -2.24926 -1.41455 1.39257 0.1501 0.2087 0.2527 0.22
H 0.57963 2.50637 0.48094 0.4019 -0.2925 0.5486 0.24
```
Positions in Å, forces in eV/Å.

***

(8)
Computed, not measured: a structure of composition C4H7FeO, with ωB97M-V/def2-TZVPD.

## Properties
<S²> = 8.759
calculated total energy = -1494.68244 a.u.
energy relative to the best compared isomer or geometry (same formula, charge and spin) = 0.0 kJ/mol
spin multiplicity = 6
net charge = +2
largest force on an atom = 0.055 hartree/bohr

```
13
Properties=species:S:1:pos:R:3:forces:R:3:nbo_charge:R:1
C -1.14726 0.37802 0.94786 -0.5944 -0.0280 0.1040 -0.48
C 0.37953 0.38648 1.12854 1.0244 1.1185 -0.1822 -0.52
C 1.02595 1.52184 0.44620 -2.4812 -0.1901 1.3960 0.58
O 2.05749 1.45042 -0.22398 1.6799 -0.1432 -1.1713 -0.77
Fe 3.28792 0.35059 -0.99185 0.2645 -0.0186 -0.1323 1.75
H -1.55242 1.36500 1.24495 0.1373 -0.2133 -0.1223 0.25
H 0.84854 -0.56128 0.83765 -0.0121 0.0379 0.3007 0.23
H -1.39952 0.22235 -0.11210 0.0476 0.0889 0.2857 0.24
H 0.61965 0.66217 2.19204 -0.2322 -0.4818 -0.3020 0.32
C -1.72137 -0.69988 1.79267 -0.2865 -0.2711 0.0851 -0.25
H -1.34787 -0.87956 2.80208 -0.1125 0.0944 -0.3311 0.19
H -2.60677 -1.23920 1.45991 0.2914 0.1850 0.1139 0.22
H 0.55828 2.51984 0.53339 0.2737 -0.1787 -0.0443 0.23
```
Positions in Å, forces in eV/Å.

***

Question: What is the calculated total energy in the fifth record?
Answer: -1128.03340 a.u.